--- i ---
Density functional theory data (wB97M-V/def2-TZVPD) for the molecule C3H5NO.

## Properties
Net charge: 0
SMILES: O=C1CNC1
Multiplicity: 1

The geometry in XYZ format:
```
10
Properties=species:S:1:pos:R:3:lowdin_charge:R:1
O -0.72 2.12 0.15 0.103
C -0.32 1.00 0.01 -0.387
C -0.93 -0.40 -0.25 -0.113
N 0.44 -0.86 -0.52 -0.059
C 1.00 0.30 0.16 -0.145
H -1.42 -0.90 0.61 0.122
H -1.59 -0.40 -1.11 0.110
H 0.74 -1.78 -0.19 0.104
H 0.78 0.33 1.26 0.143
H 2.02 0.59 -0.11 0.122
```

***

--- ii ---
Density functional theory data (wB97M-V/def2-TZVPD) for the molecule C3H5NO.

## Properties
Net charge: 0
SMILES: N#CCCO
Multiplicity: 1

The geometry in XYZ format:
```
10
Properties=species:S:1:pos:R:3:lowdin_charge:R:1
N -2.55 -0.87 -0.19 0.142
C -1.57 -0.24 -0.07 -0.237
C -0.43 0.60 0.20 -0.170
C 0.85 0.07 -0.45 -0.301
O 1.23 -1.16 0.03 -0.076
H -0.74 1.55 -0.10 0.096
H -0.35 0.55 1.32 0.145
H 0.75 -0.10 -1.57 0.151
H 1.62 0.82 -0.22 0.116
H 1.19 -1.23 1.04 0.134
```

***

--- iii ---
Density functional theory data (wB97M-V/def2-TZVPD) for the molecule C3H5NO.

## Properties
Net charge: 0
Multiplicity: 1

The geometry in XYZ format:
```
10
Properties=species:S:1:pos:R:3:lowdin_charge:R:1
O 0.77 -1.15 1.07 -0.074
C 1.28 -0.47 0.16 -0.362
C 0.61 0.46 -0.65 -0.155
C -1.35 -0.28 0.12 0.079
N -0.66 0.79 -0.10 -0.044
H 2.37 -0.54 -0.03 0.113
H 1.05 1.06 -1.43 0.078
H -1.35 -1.01 -0.68 0.107
H -1.97 -0.43 0.99 0.100
H -0.74 1.57 0.56 0.158
```

***

--- iv ---
Density functional theory data (wB97M-V/def2-TZVPD) for the molecule C3H5NO.

## Properties
Net charge: 0
SMILES: [H]/N=C1\O[C@@H]1C
Multiplicity: 1

The geometry in XYZ format:
```
10
Properties=species:S:1:pos:R:3:lowdin_charge:R:1
H -0.30 2.83 -2.23 0.056
N -0.02 1.86 -2.21 0.137
C -0.46 1.29 -1.19 -0.273
O -0.98 1.33 0.06 0.018
C -0.68 0.00 -0.06 -0.244
C 0.37 -0.62 0.81 -0.058
H -1.39 -0.66 -0.46 0.096
H -0.28 -1.06 1.68 0.112
H 1.06 0.17 1.21 0.096
H 0.94 -1.41 0.37 0.060
```

***

Stability verdict: ii, ahead by 0.0307 hartree

***

--- i ---
Density functional theory data (wB97M-V/def2-TZVPD) for a cluster of 2 separate species, C3H5NO in total.

## Properties
Net charge: 0
SMILES: C1=NC1.C=O
Multiplicity: 1

The geometry in XYZ format:
```
10
Properties=species:S:1:pos:R:3:lowdin_charge:R:1
C 0.79 -0.37 0.75 -0.295
N 1.79 -1.10 0.85 0.170
C 0.92 -0.83 -0.58 -0.100
H 0.10 0.28 1.30 0.086
H 1.42 -0.24 -1.35 0.088
H 0.32 -1.66 -0.95 0.088
C -1.34 0.98 0.01 -0.186
O -0.95 0.50 -1.03 -0.048
H -2.05 0.46 0.67 0.099
H -1.00 1.98 0.34 0.098
```

***

--- ii ---
Density functional theory data (wB97M-V/def2-TZVPD) for the molecule C3H5NO.

## Properties
Net charge: 0
Multiplicity: 1

The geometry in XYZ format:
```
10
Properties=species:S:1:pos:R:3:lowdin_charge:R:1
C -1.16 0.67 0.29 -0.098
O -0.41 0.32 -0.85 -0.159
C 0.49 -0.70 -0.61 -0.283
C 2.67 0.23 0.17 0.044
N 1.59 -0.25 0.22 -0.033
H -1.86 1.45 -0.01 0.092
H -0.51 1.04 1.10 0.087
H -1.72 -0.21 0.66 0.091
H 0.92 -0.99 -1.56 0.134
H 0.03 -1.56 -0.11 0.126
```

***

Stability verdict: ii, ahead by 0.0739 hartree

***

--- i ---
Density functional theory data (wB97M-V/def2-TZVPD) for a structure of composition C3H5NO.

## Properties
Net charge: 0
Multiplicity: 1

The geometry in XYZ format:
```
10
Properties=species:S:1:pos:R:3:lowdin_charge:R:1
O -2.08 0.34 0.01 0.087
C -0.88 0.34 -0.07 -0.565
C 0.03 -0.61 -0.86 -0.169
C 1.15 -0.50 0.14 0.074
N 0.00 1.09 0.69 0.110
H -0.46 -1.58 -0.97 0.116
H 0.29 -0.21 -1.85 0.110
H 1.02 -1.21 0.96 0.055
H 1.11 0.81 0.45 0.061
H -0.33 1.44 1.59 0.122
```

***

--- ii ---
Density functional theory data (wB97M-V/def2-TZVPD) for a cluster of 2 separate species, C3H5NO in total.

## Properties
Net charge: 0
Multiplicity: 1

The geometry in XYZ format:
```
10
Properties=species:S:1:pos:R:3:lowdin_charge:R:1
C -1.00 0.99 0.00 -0.022
O -0.44 0.38 -0.98 -0.099
C 0.73 -0.26 -0.97 -0.191
C 1.59 -0.09 0.13 -0.263
N 2.26 0.09 1.07 0.150
H -1.97 1.40 -0.23 0.090
H -0.48 1.11 0.94 0.086
H -1.19 -1.32 0.81 0.070
H 1.00 -0.70 -1.91 0.112
H -0.62 -1.67 0.48 0.067
```

***

--- iii ---
Density functional theory data (wB97M-V/def2-TZVPD) for the molecule C3H5NO.

## Properties
Net charge: 0
Multiplicity: 1

The geometry in XYZ format:
```
10
Properties=species:S:1:pos:R:3:lowdin_charge:R:1
O 2.38 -0.16 0.40 0.045
C 1.19 -0.33 0.53 -0.316
C 0.14 0.77 0.36 -0.162
N -0.94 0.12 -0.38 -0.124
C -0.55 -0.88 -1.14 0.041
H -0.20 1.09 1.35 0.124
H 0.56 1.62 -0.17 0.127
H -1.90 0.43 -0.20 0.137
H 0.75 -1.30 0.83 0.109
H -1.43 -1.36 -1.59 0.019
```

***

--- iv ---
Density functional theory data (wB97M-V/def2-TZVPD) for the molecule C3H5NO.

## Properties
Net charge: 0
SMILES: C[C@@H](O)C#N
Multiplicity: 1

The geometry in XYZ format:
```
10
Properties=species:S:1:pos:R:3:lowdin_charge:R:1
C 0.98 -0.31 0.42 -0.043
C -0.28 0.44 -0.01 -0.449
O -0.08 0.90 -1.32 -0.018
C -1.38 -0.55 0.05 -0.168
N -1.81 -1.61 0.20 0.163
H 1.20 -1.12 -0.29 0.095
H 0.86 -0.74 1.42 0.091
H 1.82 0.39 0.42 0.084
H -0.49 1.25 0.70 0.143
H -0.89 1.34 -1.61 0.102
```

***

Stability verdict: iv, ahead by 0.0778 hartree

***

--- i ---
Density functional theory data (wB97M-V/def2-TZVPD) for the molecule C3H5NO.

## Properties
Net charge: 0
SMILES: O=C[C@H]1CN1
Multiplicity: 1

The geometry in XYZ format:
```
10
Properties=species:S:1:pos:R:3:lowdin_charge:R:1
O 1.48 -0.07 1.59 0.026
C 1.52 -0.28 0.40 -0.218
C 0.28 -0.13 -0.49 -0.187
C -1.39 -0.14 -0.34 -0.087
N -0.55 0.85 0.19 -0.057
H 2.52 -0.37 -0.07 0.125
H 0.58 0.07 -1.53 0.111
H -1.90 0.08 -1.29 0.091
H -2.13 -0.52 0.39 0.107
H -0.40 0.51 1.15 0.089
```

***

--- ii ---
Density functional theory data (wB97M-V/def2-TZVPD) for the molecule C3H5NO.

## Properties
Net charge: 0
Multiplicity: 1

The geometry in XYZ format:
```
10
Properties=species:S:1:pos:R:3:lowdin_charge:R:1
C -0.72 -1.17 0.37 -0.075
C -0.14 2.15 -0.01 0.020
N 0.56 1.13 -0.22 -0.059
C 1.21 0.05 -0.20 -0.212
O 0.66 -1.17 0.05 -0.101
H -0.91 -2.12 0.88 0.092
H -1.33 -1.12 -0.55 0.096
H -0.61 2.48 -0.95 0.015
H -0.99 -0.34 1.02 0.084
H 2.27 0.01 -0.38 0.140
```

***

Stability verdict: i, ahead by 0.0033 hartree

***

--- i ---
Density functional theory data (wB97M-V/def2-TZVPD) for the molecule C3H5NO.

## Properties
Net charge: 0
SMILES: CO[C@@H]1C=N1
Multiplicity: 1

The geometry in XYZ format:
```
10
Properties=species:S:1:pos:R:3:lowdin_charge:R:1
C -0.28 0.44 1.50 -0.114
O 0.48 -0.62 0.91 -0.152
C 0.25 -0.66 -0.53 -0.235
C 0.62 -0.03 -1.93 -0.039
N -0.35 0.49 -1.37 0.114
H -0.12 1.34 0.89 0.081
H -0.11 0.75 2.46 0.043
H -1.34 0.14 1.63 0.101
H -0.37 -1.60 -0.86 0.136
H 1.22 -0.25 -2.71 0.065
```

***

--- ii ---
Density functional theory data (wB97M-V/def2-TZVPD) for the molecule C3H5NO.

## Properties
Net charge: 0
SMILES: O=CN1CC1
Multiplicity: 1

The geometry in XYZ format:
```
10
Properties=species:S:1:pos:R:3:lowdin_charge:R:1
O -1.67 0.92 -0.77 0.017
C -0.90 0.85 0.17 -0.281
N 0.22 0.00 0.16 -0.087
C 1.33 -0.51 0.82 -0.127
C 0.85 -1.13 -0.46 -0.085
H -0.84 1.48 1.05 0.123
H 2.18 0.12 0.77 0.095
H 1.14 -1.12 1.71 0.117
H 0.35 -2.10 -0.30 0.109
H 1.32 -1.07 -1.47 0.120
```

***

--- iii ---
Density functional theory data (wB97M-V/def2-TZVPD) for the molecule C3H5NO.

## Properties
Net charge: 0
SMILES: O=C1CCN1
Multiplicity: 1

The geometry in XYZ format:
```
10
Properties=species:S:1:pos:R:3:lowdin_charge:R:1
O -0.70 1.49 -1.85 0.065
C -0.37 0.79 -0.91 -0.368
C -0.88 0.14 0.58 -0.035
C 0.40 -0.64 0.53 -0.255
N 0.68 -0.13 -0.79 -0.007
H -0.87 0.78 1.38 0.065
H -1.68 -0.56 0.45 0.092
H 0.59 -1.77 0.39 0.140
H 1.13 -0.11 1.25 0.128
H 1.72 0.01 -1.02 0.174
```

***

--- iv ---
Density functional theory data (wB97M-V/def2-TZVPD) for the molecule C3H5NO.

## Properties
Net charge: 0
SMILES: N#CCCO
Multiplicity: 1

The geometry in XYZ format:
```
10
Properties=species:S:1:pos:R:3:lowdin_charge:R:1
N -0.95 -2.62 -0.07 0.136
C -0.34 -1.67 -0.28 -0.235
C 0.42 -0.43 -0.47 -0.151
C -0.35 0.83 0.01 -0.261
O 0.48 1.68 0.76 -0.064
H 1.35 -0.50 0.10 0.121
H 0.71 -0.35 -1.53 0.119
H -1.24 0.53 0.57 0.120
H -0.68 1.41 -0.85 0.120
H 0.55 1.32 1.65 0.094
```

***

Stability verdict: iv, ahead by 0.0360 hartree

***

--- i ---
Density functional theory data (wB97M-V/def2-TZVPD) for a structure of composition C3H5NO.

## Properties
Net charge: 0
Multiplicity: 1

The geometry in XYZ format:
```
10
Properties=species:S:1:pos:R:3:lowdin_charge:R:1
N 0.57 -1.41 0.09 0.070
C -1.03 1.10 0.51 -0.167
C 0.05 -0.20 -0.52 -0.377
C 0.31 1.00 0.32 -0.033
O -1.33 0.05 -0.18 -0.009
H 0.09 -2.24 -0.25 0.076
H 1.56 -1.54 -0.07 0.081
H -1.62 1.82 1.07 0.126
H 0.22 -0.12 -1.60 0.149
H 1.19 1.54 0.62 0.084
```

***

--- ii ---
Density functional theory data (wB97M-V/def2-TZVPD) for the molecule C3H5NO.

## Properties
Net charge: 0
SMILES: N#CCCO
Multiplicity: 1

The geometry in XYZ format:
```
10
Properties=species:S:1:pos:R:3:lowdin_charge:R:1
N 2.23 -0.96 -0.89 0.144
C 1.46 -0.18 -0.50 -0.233
C 0.43 0.72 0.01 -0.160
C -0.78 -0.08 0.53 -0.279
O -1.48 -0.68 -0.52 -0.055
H 0.86 1.34 0.81 0.122
H 0.10 1.38 -0.80 0.124
H -1.47 0.61 1.02 0.121
H -0.44 -0.81 1.27 0.124
H -0.91 -1.34 -0.94 0.091
```

***

Stability verdict: ii, ahead by 0.0770 hartree